1.
{"formula": "C21H26Cl5GeN3O4SSeSr", "method": "ωB97M-V/def2-TZVPD", "spin_multiplicity": 1, "e_tot_ha": -8489.26674, "orbital_gap_ev": 7.9792, "total_charge": 0, "e_lumo_ha": -0.011, "symbols": ["H", "Cl", "O", "C", "C", "H", "H", "H", "H", "O", "S", "C", "H", "Cl", "C", "H", "H", "Cl", "N", "Cl", "O", "H", "H", "C", "C", "C", "O", "C", "C", "H", "H", "Sr", "N", "C", "C", "Se", "H", "H", "H", "C", "H", "C", "H", "H", "H", "N", "C", "C", "H", "H", "C", "H", "H", "C", "C", "Ge", "H", "Cl", "C", "C", "H", "H", "C"], "coordinates": [[4.92197, 1.55980, 2.61519], [1.00290, 5.22735, 3.05832], [-2.83862, -0.89920, -0.16858], [-0.05177, 3.75699, -1.04695], [-1.72344, -4.12457, 1.45019], [6.63366, 1.11564, 2.71899], [-6.84448, 1.10539, 0.53108], [6.07900, 0.63858, -1.57837], [2.34700, 0.13885, -2.08243], [-8.98466, 0.11467, 0.14003], [0.49158, -2.29263, 0.32490], [0.38011, 5.07251, -0.89305], [0.96845, -2.12201, -2.43303], [-0.48212, 3.19246, -2.65392], [6.11110, 1.10265, -0.59141], [-0.38128, -0.98677, -2.57769], [-4.97516, 2.29401, 0.95822], [0.51249, 6.13255, -2.24764], [-0.87950, -2.92688, -1.87991], [0.04211, 2.28042, 2.63285], [-3.08338, 1.65049, 1.06015], [-2.44544, -4.91958, 1.62202], [3.65129, 1.33574, -1.86728], [-0.73036, -3.08211, -0.55545], [-6.94188, -0.89397, -0.15507], [6.57877, -1.77852, 0.76127], [-8.95117, -1.92477, -0.54404], [3.61038, -0.62746, 0.51505], [-6.23057, -2.04753, -0.52092], [-1.72850, -3.27339, -2.29506], [5.49244, 2.00145, -0.60054], [-0.99868, 0.42060, 0.50626], [-1.58349, -3.94305, 0.01519], [-4.87847, 0.25814, 0.28600], [-0.15599, 2.85669, -0.00024], [2.43727, 0.92336, 0.31328], [3.24878, -1.18116, 1.38338], [7.62819, -1.54582, 0.95348], [1.95528, 1.86949, -1.94306], [-0.08102, -2.02960, -2.69742], [6.50762, -2.26484, -0.21292], [-6.27275, 0.23113, 0.24036], [-2.07701, -3.21077, 1.92723], [-6.78708, -2.92627, -0.81782], [5.39720, 0.01850, 3.35088], [-8.39853, -0.89915, -0.18895], [-4.11406, -0.88612, -0.12692], [0.60404, 4.67471, 1.47600], [7.14033, 1.40325, -0.38739], [-2.28253, -4.36913, -0.56955], [-4.26710, 1.46631, 0.79517], [6.23735, -2.48213, 1.52237], [-4.30800, -2.92206, -0.79040], [-4.86690, -2.04111, -0.50115], [2.62673, 1.08110, -1.61289], [5.50231, -0.13558, 0.80277], [-0.77055, -4.40203, 1.89527], [1.25238, 7.15226, 0.60582], [5.62660, 0.72899, 2.55449], [0.17174, 3.37130, 1.23809], [3.45894, -1.26540, -0.35670], [-0.21540, -2.30341, -3.74089], [0.71186, 5.53164, 0.38336]]}

***

2.
{"formula": "C21H26ClN3O2", "method": "ωB97M-V/def2-TZVPD", "spin_multiplicity": 1, "smiles": "CNc1cc(OC)c(C(=O)N[C@@H]2CCN(Cc3ccccc3)[C@@H]2C)cc1Cl", "e_tot_ha": -1590.78547, "orbital_gap_ev": 8.4584, "relative_energy_ev": 0.883, "total_charge": 0, "e_lumo_ha": 0.020, "symbols": ["C", "C", "H", "H", "C", "C", "C", "H", "H", "Cl", "H", "H", "N", "C", "H", "H", "H", "O", "C", "C", "H", "C", "H", "H", "H", "C", "C", "H", "H", "H", "H", "H", "N", "C", "C", "H", "H", "H", "C", "H", "C", "C", "N", "O", "C", "H", "C", "C", "H", "H", "C", "C", "H"], "coordinates": [[0.14199, -2.59303, 3.69175], [-0.46709, 6.26548, -3.30582], [1.45260, 2.34642, 0.93743], [1.79762, 3.47525, -0.39359], [1.02621, 2.85712, 0.07477], [1.28266, -2.21466, 0.11934], [-1.63405, -2.54470, 5.83538], [0.19883, 3.49234, 0.40698], [1.56680, -3.60164, 2.44320], [-1.46344, 3.12609, -6.14899], [-2.28264, -0.66294, 5.05209], [3.12945, -1.31798, 0.80801], [-0.91171, 5.10369, -4.02844], [-0.86451, 2.76705, -4.55584], [-1.26894, -3.67584, -1.06974], [1.88733, -1.87141, 2.71208], [-0.21009, -0.09822, -0.69291], [0.42405, -1.05644, -3.62303], [0.09953, 2.17506, -2.02264], [-0.65818, -3.13768, 0.95118], [2.71449, -0.96514, -0.87032], [-1.60849, -1.49802, 4.92866], [-2.32316, -2.52270, 6.66667], [1.81539, -3.18189, 0.01941], [-0.77010, 0.66079, -4.90437], [-0.62866, 3.82364, -3.66226], [-0.61403, 1.46497, -4.20194], [-1.83138, -2.08889, -0.54328], [0.76661, -4.48663, 4.46932], [0.62350, 6.29538, -3.19773], [-0.69888, -0.70776, 3.15666], [-1.10912, 5.22201, -5.01119], [0.01200, -0.74805, -1.42806], [0.27276, -2.11205, -1.04639], [0.10419, -3.64188, 4.59906], [0.06533, 4.29039, -1.70584], [-0.91639, 6.29237, -2.31069], [-0.78800, -4.43537, 6.37285], [-0.77347, -3.61520, 5.66985], [1.84770, -0.15692, 0.43688], [-0.13359, 3.49069, -2.39808], [-0.99982, -2.79080, -0.49770], [0.42366, -2.23051, 1.29728], [0.58479, 1.83721, -0.78944], [-0.14312, 1.13349, -2.93328], [-1.49924, -2.99635, 1.63109], [2.30936, -1.09032, 0.13091], [0.13747, -0.31310, -2.69989], [-0.32772, -4.18923, 1.02489], [0.65300, -2.60588, -1.94398], [1.09476, -2.60366, 2.52690], [-0.72174, -1.51856, 3.86899], [-0.78449, 7.15397, -3.84618]]}

***

3.
{"formula": "C21H26ClN3O2S", "method": "ωB97M-V/def2-TZVPD", "spin_multiplicity": 1, "smiles": "CCN(CC)CCNC(=O)c1ccc(Sc2ccc(Cl)cc2)c(NC(C)=O)c1", "e_tot_ha": -1988.99799, "orbital_gap_ev": 8.6420, "relative_energy_ev": 0.163, "total_charge": 0, "e_lumo_ha": 0.012, "symbols": ["H", "H", "C", "H", "C", "C", "H", "C", "H", "H", "N", "H", "H", "C", "C", "C", "C", "H", "N", "H", "C", "H", "H", "N", "C", "C", "C", "H", "H", "H", "O", "H", "C", "C", "C", "H", "H", "C", "H", "H", "H", "C", "H", "H", "Cl", "C", "S", "H", "C", "C", "O", "H", "H", "C"], "coordinates": [[-1.72166, 3.08016, -0.39671], [5.09922, -0.21609, -0.91418], [4.37241, -1.08349, 0.90947], [-7.42773, -0.72446, -0.73556], [-0.69083, 5.03108, 0.67057], [-5.99308, -1.40904, 0.70098], [8.16270, 0.71945, 2.91295], [6.42744, -2.65346, -1.37099], [-4.37592, -1.91088, 2.01266], [4.43380, -2.12021, 0.57651], [6.73488, -0.83212, 0.26041], [6.43438, 0.69948, 2.57032], [7.28837, -0.81772, 2.86321], [5.41096, -0.25100, 0.13661], [7.22130, -1.41172, -0.97886], [-3.79413, -0.47469, 0.54087], [-6.41099, -0.65226, -0.38370], [6.45898, -3.37952, -0.56301], [-0.78170, 2.79004, -0.14970], [1.52008, 1.51405, 0.14838], [0.74393, 0.88889, -0.26095], [-2.06128, -1.20805, -1.86929], [-0.96995, 5.43891, -0.29861], [3.02724, -0.62468, 0.65454], [-0.50251, 1.46776, -0.48084], [7.69021, 0.02993, 0.92887], [-4.68924, -1.32303, 1.16456], [-2.78080, -0.40236, 0.90612], [0.17191, -2.21491, -1.45763], [7.73962, 1.03303, 0.46650], [2.68290, -2.01461, -1.09155], [8.67754, -0.42765, 0.83117], [0.00751, 3.70141, 0.49386], [2.30809, -1.09436, -0.38872], [-0.03399, -1.19317, -1.18047], [5.38906, -2.41733, -1.58589], [-1.59079, 4.90573, 1.26910], [-5.51238, 0.18721, -1.01210], [6.86718, -3.10040, -2.25951], [5.40070, 0.77814, 0.51418], [8.26401, -1.70083, -0.82340], [-1.27163, -0.62966, -1.41332], [7.19679, -0.68118, -1.80828], [2.70721, 0.19083, 1.15131], [-7.10989, -2.46817, 1.48550], [-1.51474, 0.68662, -1.05313], [-3.11785, 1.40461, -1.38234], [-5.82035, 0.77951, -1.85998], [7.36937, 0.16824, 2.41398], [-4.20261, 0.27248, -0.55512], [1.13177, 3.48002, 0.88222], [4.57140, -1.03949, 1.98104], [-0.02098, 5.72320, 1.17208], [0.97796, -0.43832, -0.59322]]}

***

4.
{"formula": "C21H26ClN5O5S", "method": "ωB97M-V/def2-TZVPD", "spin_multiplicity": 1, "smiles": "Cc1[nH]c(=O)[nH]c(=O)c1S(=O)(=O)N1CCC[C@@H](C(=O)N2CCN(c3ccccc3Cl)CC2)C1", "e_tot_ha": -2324.26003, "orbital_gap_ev": 7.9660, "relative_energy_ev": 0.249, "total_charge": 0, "e_lumo_ha": 0.007, "symbols": ["H", "H", "H", "C", "H", "O", "C", "C", "C", "S", "C", "C", "H", "H", "C", "H", "C", "H", "H", "H", "C", "H", "H", "O", "C", "N", "H", "Cl", "C", "H", "C", "C", "H", "H", "H", "C", "O", "C", "C", "C", "H", "N", "H", "H", "C", "C", "H", "O", "O", "H", "H", "N", "C", "N", "C", "H", "H", "N", "H"], "coordinates": [[-4.42436, 2.19355, -0.68060], [-6.31582, -1.93499, -1.92661], [2.58271, -0.73519, -1.64519], [5.84095, -2.19169, 1.54835], [4.93377, 1.53431, 0.93157], [-4.54052, -4.89334, 1.24997], [-2.46999, -2.09950, 0.41833], [5.02083, -1.76919, -1.04599], [-2.65291, 3.42203, -0.89382], [-2.77462, 0.11614, -1.17160], [-5.79027, -1.20488, -1.31371], [1.48656, 0.20831, -0.05742], [-5.39542, -0.41432, -1.94322], [4.84938, -0.37724, 2.01651], [5.09237, -1.07519, 1.23138], [-1.47539, 4.09632, 0.79361], [-4.68911, -1.86238, -0.56006], [1.59241, -0.64832, 0.61957], [-1.76715, 1.79353, 1.77985], [-2.27292, -3.85493, 1.46670], [2.63923, 0.18903, -1.07592], [-2.47974, 3.01714, -1.89359], [-1.11567, 0.37224, 0.93450], [-3.70423, 0.55725, -2.17394], [0.68045, 2.44604, 0.78569], [-2.82179, 1.17668, 0.11356], [2.81961, 2.47873, 1.97631], [4.66319, -1.50568, -2.72545], [-3.51911, 2.42834, -0.12126], [-5.98104, -3.39426, -0.07755], [2.81667, 1.52968, 1.43797], [4.63702, -0.83402, -0.07056], [-6.50369, -0.77506, -0.61054], [2.52863, 1.03455, -1.76358], [0.54103, 0.10147, -0.58243], [5.74950, -2.89909, -0.72717], [-1.35738, -1.72664, 0.70889], [-1.31874, 3.63293, -0.18252], [-3.42939, -1.38480, -0.40378], [-4.18858, -3.84561, 0.77645], [-3.79321, 2.83563, 0.85670], [-2.93223, -3.31718, 0.91378], [-0.68000, 4.29932, -0.76425], [6.16661, -2.33901, 2.56735], [6.15954, -3.12191, 0.57570], [3.96950, 1.47912, 0.42613], [6.01494, -3.59100, -1.51147], [-1.44246, -0.17353, -1.60587], [0.90155, 3.43943, 1.45857], [-0.43212, 1.84301, -0.96905], [3.87954, 2.34984, -0.23430], [1.55525, 1.41895, 0.73193], [-0.62099, 2.28538, 0.01092], [-5.03861, -3.04232, 0.03765], [-1.55648, 1.35777, 0.79841], [-3.18579, 4.36893, -0.99242], [6.73288, -4.00225, 0.81930], [3.92408, 0.30421, -0.41528], [2.89152, 0.70368, 2.15352]]}

***

What did the fourth record say?
{"formula": "C21H26ClN5O5S", "method": "ωB97M-V/def2-TZVPD", "spin_multiplicity": 1, "smiles": "Cc1[nH]c(=O)[nH]c(=O)c1S(=O)(=O)N1CCC[C@@H](C(=O)N2CCN(c3ccccc3Cl)CC2)C1", "e_tot_ha": -2324.26003, "orbital_gap_ev": 7.9660, "relative_energy_ev": 0.249, "total_charge": 0, "e_lumo_ha": 0.007, "symbols": ["H", "H", "H", "C", "H", "O", "C", "C", "C", "S", "C", "C", "H", "H", "C", "H", "C", "H", "H", "H", "C", "H", "H", "O", "C", "N", "H", "Cl", "C", "H", "C", "C", "H", "H", "H", "C", "O", "C", "C", "C", "H", "N", "H", "H", "C", "C", "H", "O", "O", "H", "H", "N", "C", "N", "C", "H", "H", "N", "H"], "coordinates": [[-4.42436, 2.19355, -0.68060], [-6.31582, -1.93499, -1.92661], [2.58271, -0.73519, -1.64519], [5.84095, -2.19169, 1.54835], [4.93377, 1.53431, 0.93157], [-4.54052, -4.89334, 1.24997], [-2.46999, -2.09950, 0.41833], [5.02083, -1.76919, -1.04599], [-2.65291, 3.42203, -0.89382], [-2.77462, 0.11614, -1.17160], [-5.79027, -1.20488, -1.31371], [1.48656, 0.20831, -0.05742], [-5.39542, -0.41432, -1.94322], [4.84938, -0.37724, 2.01651], [5.09237, -1.07519, 1.23138], [-1.47539, 4.09632, 0.79361], [-4.68911, -1.86238, -0.56006], [1.59241, -0.64832, 0.61957], [-1.76715, 1.79353, 1.77985], [-2.27292, -3.85493, 1.46670], [2.63923, 0.18903, -1.07592], [-2.47974, 3.01714, -1.89359], [-1.11567, 0.37224, 0.93450], [-3.70423, 0.55725, -2.17394], [0.68045, 2.44604, 0.78569], [-2.82179, 1.17668, 0.11356], [2.81961, 2.47873, 1.97631], [4.66319, -1.50568, -2.72545], [-3.51911, 2.42834, -0.12126], [-5.98104, -3.39426, -0.07755], [2.81667, 1.52968, 1.43797], [4.63702, -0.83402, -0.07056], [-6.50369, -0.77506, -0.61054], [2.52863, 1.03455, -1.76358], [0.54103, 0.10147, -0.58243], [5.74950, -2.89909, -0.72717], [-1.35738, -1.72664, 0.70889], [-1.31874, 3.63293, -0.18252], [-3.42939, -1.38480, -0.40378], [-4.18858, -3.84561, 0.77645], [-3.79321, 2.83563, 0.85670], [-2.93223, -3.31718, 0.91378], [-0.68000, 4.29932, -0.76425], [6.16661, -2.33901, 2.56735], [6.15954, -3.12191, 0.57570], [3.96950, 1.47912, 0.42613], [6.01494, -3.59100, -1.51147], [-1.44246, -0.17353, -1.60587], [0.90155, 3.43943, 1.45857], [-0.43212, 1.84301, -0.96905], [3.87954, 2.34984, -0.23430], [1.55525, 1.41895, 0.73193], [-0.62099, 2.28538, 0.01092], [-5.03861, -3.04232, 0.03765], [-1.55648, 1.35777, 0.79841], [-3.18579, 4.36893, -0.99242], [6.73288, -4.00225, 0.81930], [3.92408, 0.30421, -0.41528], [2.89152, 0.70368, 2.15352]]}